Entry 1:
Molecular formula: C4H9NO
Method: DFT, ωB97M-V/def2-TZVPD

## Properties
HOMO energy, eV: -8.52
Net charge: 0
SMILES: C[C@H]1N[C@H]1CO
Gap between HOMO and LUMO, eV: 9.478
Relative energy (zero: lowest compared OMol25 entry of this formula, charge and spin), kJ/mol: 427.8
Total energy, Ha: -287.6695

Structure (XYZ):
```
15
Properties=species:S:1:pos:R:3:mulliken_charge:R:1
C -0.326 0.462 1.657 -0.993
C 0.614 -0.531 1.013 -0.085
N -0.045 -1.406 0.069 -0.540
C 0.662 -0.432 -0.677 -0.018
C -0.084 0.677 -1.367 -0.730
O -1.455 0.384 -1.408 -0.546
H -1.098 0.832 0.968 0.323
H -0.851 -0.015 2.497 0.304
H 0.238 1.302 2.072 0.293
H 1.552 -0.099 0.511 0.231
H 0.371 -2.322 -0.006 0.262
H 1.549 -0.830 -1.186 0.545
H 0.330 0.787 -2.378 0.314
H 0.080 1.642 -0.854 0.242
H -1.538 -0.451 -0.913 0.397
```

=====

Entry 2:
Molecular formula: C7H10O
Method: DFT, ωB97M-V/def2-TZVPD

## Properties
HOMO energy, eV: -9.35
Net charge: 0
SMILES: C=C1C[C@H]2O[C@@]2(C)C1
Gap between HOMO and LUMO, eV: 10.316
Relative energy (zero: lowest compared OMol25 entry of this formula, charge and spin), kJ/mol: 119.9
Total energy, Ha: -347.9175

Structure (XYZ):
```
18
Properties=species:S:1:pos:R:3:mulliken_charge:R:1
C -1.357 -0.072 -2.304 -1.126
C -0.571 0.039 -1.249 0.537
C 0.591 1.000 -1.135 -0.748
C 0.921 1.008 0.341 -0.336
O -0.161 1.325 1.179 -0.540
C 0.161 -0.037 1.037 1.090
C 0.651 -0.780 2.251 -1.394
C -0.716 -0.757 0.026 -0.874
H -2.176 -0.770 -2.329 0.299
H -1.209 0.527 -3.186 0.294
H 1.452 0.643 -1.707 0.300
H 0.323 1.992 -1.499 0.333
H 1.893 1.350 0.675 0.478
H 1.239 -0.116 2.880 0.380
H 1.267 -1.624 1.947 0.310
H -0.193 -1.149 2.830 0.313
H -1.756 -0.796 0.354 0.351
H -0.361 -1.782 -0.111 0.333
```

=====

Entry 3:
Molecular formula: C29H57N7O34S3
Method: DFT, ωB97M-V/def2-TZVPD

## Properties
HOMO energy, eV: -9.91
Net charge: 0
Gap between HOMO and LUMO, eV: 9.233
Total energy, Ha: -5274.5711

Structure (XYZ):
```
130
Properties=species:S:1:pos:R:3:mulliken_charge:R:1
C 5.369 4.251 0.930 -0.692
N 4.791 2.975 1.439 0.695
O 5.544 2.074 1.722 -0.470
O 3.596 2.995 1.694 -0.308
H 6.369 4.028 0.575 0.341
H 5.334 4.951 1.756 0.286
H 4.767 4.577 0.087 0.153
C -2.854 1.610 4.682 -0.957
N -2.404 0.654 3.650 0.912
O -3.057 -0.346 3.467 -0.555
O -1.407 0.955 3.021 -0.272
H -3.124 2.524 4.162 0.270
H -2.022 1.780 5.362 0.293
H -3.671 1.188 5.256 0.321
C 3.207 -5.329 0.313 -0.562
N 2.664 -5.178 -1.074 1.141
O 3.317 -4.519 -1.859 -0.566
O 1.587 -5.681 -1.307 -0.615
H 2.803 -4.513 0.903 0.059
H 4.289 -5.260 0.244 0.203
H 2.984 -6.347 0.616 0.348
C 1.948 5.221 -2.272 -0.611
N 0.518 5.276 -1.857 0.774
O -0.168 6.155 -2.319 -0.549
O 0.089 4.342 -1.201 -0.293
H 2.483 4.686 -1.495 0.037
H 2.274 6.246 -2.407 0.343
H 1.951 4.697 -3.224 0.295
C -2.402 2.872 -3.638 -0.901
N -1.324 1.852 -3.632 1.027
O -1.644 0.700 -3.459 -0.498
O -0.185 2.259 -3.785 -0.566
H -3.344 2.428 -3.933 0.286
H -2.092 3.730 -4.227 0.350
H -2.472 3.262 -2.620 0.255
C 2.976 0.883 -4.540 -0.790
N 4.001 -0.175 -4.412 1.039
O 5.032 0.113 -3.830 -0.564
O 3.783 -1.227 -4.964 -0.552
H 2.008 0.403 -4.658 0.269
H 3.154 1.397 -5.485 0.440
H 2.977 1.607 -3.737 0.145
C 0.390 4.384 2.276 -0.336
N 0.885 5.601 1.593 1.069
O 2.074 5.713 1.364 -0.566
O 0.048 6.401 1.227 -0.560
H -0.605 4.163 1.898 0.194
H 0.250 4.550 3.343 0.431
H 1.136 3.616 2.100 -0.220
O 3.136 -3.364 3.064 -0.645
C 2.862 -2.203 3.099 0.164
O 1.556 -1.809 3.252 -0.245
C 1.466 -0.395 3.397 0.667
C 2.877 0.055 3.793 -0.682
C 3.731 -0.951 3.028 0.935
H 0.826 -0.095 4.225 0.370
H 1.119 0.033 2.455 -0.768
H 3.010 -0.166 4.854 0.396
H 3.112 1.085 3.540 0.192
H 4.722 -1.088 3.440 0.505
H 3.668 -0.752 1.955 -0.988
O -5.136 1.723 -2.007 -0.624
C -5.014 0.595 -1.607 0.186
O -6.057 -0.251 -1.588 -0.412
C -5.664 -1.526 -1.065 -0.538
C -4.317 -1.283 -0.381 0.042
C -3.739 -0.089 -1.147 2.573
H -5.510 -2.232 -1.880 0.215
H -6.365 -1.979 -0.369 0.427
H -3.662 -2.157 -0.339 -0.119
H -4.382 -1.040 0.685 0.143
H -3.145 -0.438 -1.985 -0.830
H -3.236 0.624 -0.496 -1.160
O -3.026 2.685 1.388 -0.263
C -4.217 2.751 1.260 0.267
O -5.021 1.889 1.911 -0.292
C -6.385 2.113 1.626 -0.508
C -6.470 3.209 0.547 -0.602
C -5.032 3.760 0.484 -0.260
H -6.992 2.380 2.493 0.384
H -6.896 1.225 1.245 0.248
H -7.220 3.944 0.823 0.366
H -6.665 2.810 -0.445 0.232
H -4.931 4.789 0.820 0.515
H -4.632 3.692 -0.528 -0.060
O -4.682 -4.350 -2.929 -0.647
C -3.504 -4.193 -2.780 0.426
O -2.758 -4.931 -1.950 -0.314
C -1.376 -4.579 -2.015 -0.083
C -1.359 -3.163 -2.589 0.832
C -2.625 -3.114 -3.425 -0.393
H -0.782 -5.274 -2.607 0.276
H -0.975 -4.606 -1.005 -0.256
H -0.403 -2.991 -3.079 0.636
H -1.433 -2.423 -1.786 -0.875
H -2.470 -3.413 -4.465 0.391
H -3.179 -2.179 -3.429 -0.024
C -0.219 1.244 -0.060 0.324
C 1.226 1.609 -0.399 0.628
O 1.978 0.396 -0.419 -0.315
S 1.043 -0.833 -0.835 0.567
O 1.383 -1.999 -0.096 0.168
O 0.899 -0.889 -2.246 -0.523
O -0.249 -0.180 -0.126 0.373
H -0.921 1.697 -0.758 -0.001
H -0.486 1.557 0.947 -0.458
H 1.705 2.304 0.282 -0.114
H 1.250 2.006 -1.416 -0.307
C -0.301 -4.416 2.507 -0.102
C -1.093 -3.319 1.742 0.423
O -2.321 -3.911 1.364 -0.113
S -2.353 -5.492 1.759 0.961
O -1.784 -6.221 0.677 -0.521
O -3.626 -5.837 2.272 -0.586
O -1.307 -5.343 2.940 -0.429
H 0.231 -4.019 3.364 0.228
H 0.383 -4.935 1.834 0.270
H -0.471 -3.043 0.891 -0.382
H -1.229 -2.436 2.365 0.153
C 4.689 -2.207 -0.699 0.457
C 5.033 -0.759 -0.304 0.337
O 5.927 -0.901 0.794 -0.199
S 6.864 -2.161 0.527 1.081
O 7.290 -2.705 1.763 -0.578
O 7.820 -1.812 -0.468 -0.593
O 5.687 -3.047 -0.092 -0.248
H 4.738 -2.316 -1.780 0.464
H 3.707 -2.515 -0.360 -0.673
H 4.233 -0.063 -0.087 -0.470
H 5.631 -0.324 -1.113 0.409
```

=====

> gap between HOMO and LUMO of number 1 (C4H9NO)?

9.478 eV

=====

> Look up the HOMO energy of the first one.

-8.52 eV

=====

> Which of these has the lowest HOMO energy?

C29H57N7O34S3